[1]
18
Properties=species:S:1:pos:R:3:forces:R:3 method="wB97M-V/def2-TZVPD" homo_energy_ev="-18.057 / -18.057" de_lowest_kj_mol=304.8 multiplicity=1 e_lumo_ev="-9.7 / -9.7" orbital_gap_ev="8.357 / 8.358" total_energy_ev=-11155.6409 total_charge=+2
C -0.2841 0.9623 -0.6120 -2.1 1.2 -3.4
C -2.6245 -0.0557 -0.4028 1.7 -1.4 -0.7
N -1.4019 0.4207 -0.4957 0.0 1.1 1.2
N 0.7970 0.6538 0.2374 1.2 1.9 -0.4
N -3.5587 0.3349 0.4342 3.8 1.4 -1.2
N 1.8717 1.5579 0.2083 0.5 -0.2 2.0
N 0.8207 -0.4703 0.6975 0.6 -1.8 2.0
N 2.2279 -1.8721 -0.3331 -0.8 0.5 2.7
H -0.0937 1.6581 -1.5303 0.0 -0.9 2.0
H -2.5854 -0.9377 -1.1041 -1.5 0.6 1.0
H -4.3780 -0.1514 0.5544 -2.4 -1.3 0.2
H -3.3154 1.1248 1.0224 -0.5 -0.1 0.2
H 1.6140 2.5458 0.0286 -0.2 -0.8 0.1
H 2.3605 1.4847 1.1571 -0.6 0.3 -1.8
H 1.5857 -0.6597 1.3843 -0.6 0.5 -0.7
H 1.4957 -2.5041 -0.0630 0.1 -0.7 0.1
H 3.1004 -2.1287 0.0855 0.5 -0.2 0.6
H 2.3682 -1.9632 -1.2685 0.3 -0.1 -3.6



[2]
53
Properties=species:S:1:pos:R:3:forces:R:3 method="wB97M-V/def2-TZVPD" homo_energy_ev=-5.746 de_lowest_kj_mol=0.0 multiplicity=1 e_lumo_ev=0.0 orbital_gap_ev=5.713 total_energy_ev=-36410.2660
P 1.1287 1.8007 1.1065 -0.2 0.5 0.1
P 2.4336 -0.4373 -0.9259 0.2 0.0 0.3
C 2.9600 1.6520 0.9075 0.1 0.1 0.3
C 3.4354 1.0458 -0.4330 0.0 -0.2 -0.2
H 3.2859 1.0132 1.7407 0.1 0.1 -0.1
H 3.4127 2.6395 1.0710 0.1 -0.3 -0.1
H 3.3170 1.7761 -1.2478 0.1 -0.1 0.2
H 4.4999 0.7781 -0.3701 -0.3 0.3 -0.1
C 3.2642 -1.8708 -0.1420 0.1 -0.1 -0.1
H 2.7366 -2.7784 -0.4718 0.2 0.2 0.1
H 3.1467 -1.7983 0.9467 0.1 0.0 -0.2
H 4.3317 -1.9568 -0.3966 -0.3 0.0 0.1
C 2.6332 -0.7482 -2.7105 0.4 0.1 -0.2
H 3.6774 -0.8363 -3.0341 -0.2 0.0 0.0
H 2.1426 0.0585 -3.2659 0.1 -0.1 0.0
H 2.1000 -1.6779 -2.9517 0.1 0.2 0.1
C 0.8546 2.1399 2.8841 0.3 0.0 0.2
H -0.2000 2.4087 3.0295 0.3 -0.1 -0.1
H 1.4967 2.9473 3.2632 -0.1 -0.2 0.0
H 1.0477 1.2190 3.4479 0.0 0.2 0.0
C 0.7928 3.4740 0.4082 0.0 -0.1 0.0
H 0.9127 3.4407 -0.6829 0.0 0.1 0.2
H 1.4729 4.2252 0.8360 -0.2 -0.1 -0.2
H -0.2489 3.7493 0.6322 0.3 -0.1 -0.1
Ba -0.5795 -0.3949 -0.3220 -1.8 -0.5 -0.2
C 7.0623 2.0562 -0.7357 0.0 -0.6 -0.1
C 7.0920 1.0582 0.1544 0.4 0.0 -0.4
C 7.6133 1.1164 1.5633 -0.1 0.1 0.3
C 7.6458 2.5138 2.2231 0.3 -0.4 0.3
C 6.3189 3.2182 2.2626 -0.4 0.3 0.1
C 5.7677 3.9986 1.3280 0.2 0.3 0.5
C 6.3761 4.4099 0.0157 0.0 -0.1 -0.3
C 7.4818 3.4859 -0.5429 0.0 0.5 -0.3
C -2.5872 0.7027 1.1974 0.2 -0.1 -0.3
H 6.7536 1.8310 -1.7657 -0.1 -0.1 0.5
H 6.8233 0.0443 -0.1775 0.0 0.5 0.0
H 8.6362 0.7035 1.5983 -0.3 0.0 -0.1
H 7.0035 0.4452 2.1888 0.1 0.1 -0.1
H 7.9479 2.3554 3.2675 0.1 0.1 -0.2
H 8.4363 3.1159 1.7675 -0.3 -0.1 0.3
H 5.7935 3.0958 3.2198 -0.1 0.0 -0.5
H 4.8167 4.5037 1.5545 0.3 -0.3 0.0
H 6.7994 5.4252 0.1054 -0.2 -0.2 0.0
H 5.5716 4.4905 -0.7324 0.2 0.0 0.1
H 7.7370 3.8747 -1.5384 0.0 0.0 0.2
H 8.3863 3.5886 0.0633 -0.2 -0.1 -0.3
H -3.3820 0.6101 0.4134 0.3 0.1 0.5
H -2.6637 1.6865 1.6774 -0.2 -0.2 0.0
H -2.7646 -0.0938 1.9496 -0.1 0.3 -0.1
C -1.4400 -2.6740 -1.6163 0.4 0.3 0.2
H -1.8513 -3.3325 -0.8315 0.0 0.0 -0.4
H -0.7277 -3.2283 -2.2436 -0.3 -0.1 0.0
H -2.2641 -2.2750 -2.2351 0.1 -0.3 0.0



Please write out number 1 again, unchanged.
18
Properties=species:S:1:pos:R:3:forces:R:3 method="wB97M-V/def2-TZVPD" homo_energy_ev="-18.057 / -18.057" de_lowest_kj_mol=304.8 multiplicity=1 e_lumo_ev="-9.7 / -9.7" orbital_gap_ev="8.357 / 8.358" total_energy_ev=-11155.6409 total_charge=+2
C -0.2841 0.9623 -0.6120 -2.1 1.2 -3.4
C -2.6245 -0.0557 -0.4028 1.7 -1.4 -0.7
N -1.4019 0.4207 -0.4957 0.0 1.1 1.2
N 0.7970 0.6538 0.2374 1.2 1.9 -0.4
N -3.5587 0.3349 0.4342 3.8 1.4 -1.2
N 1.8717 1.5579 0.2083 0.5 -0.2 2.0
N 0.8207 -0.4703 0.6975 0.6 -1.8 2.0
N 2.2279 -1.8721 -0.3331 -0.8 0.5 2.7
H -0.0937 1.6581 -1.5303 0.0 -0.9 2.0
H -2.5854 -0.9377 -1.1041 -1.5 0.6 1.0
H -4.3780 -0.1514 0.5544 -2.4 -1.3 0.2
H -3.3154 1.1248 1.0224 -0.5 -0.1 0.2
H 1.6140 2.5458 0.0286 -0.2 -0.8 0.1
H 2.3605 1.4847 1.1571 -0.6 0.3 -1.8
H 1.5857 -0.6597 1.3843 -0.6 0.5 -0.7
H 1.4957 -2.5041 -0.0630 0.1 -0.7 0.1
H 3.1004 -2.1287 0.0855 0.5 -0.2 0.6
H 2.3682 -1.9632 -1.2685 0.3 -0.1 -3.6